{
  "formula": "C4H9N2",
  "method": "ωB97M-V with the def2-TZVPD basis set",
  "species": ["C", "N", "C", "C", "N", "C", "H", "H", "H", "H", "H", "H", "H", "H", "H"],
  "positions_angstrom": [[1.864, 0.427, 0.593], [0.540, -0.005, 0.084], [0.116, -0.269, -1.116], [-1.300, -0.524, -1.061], [-1.688, 0.234, 0.070], [-0.583, -0.080, 1.011], [1.757, 1.427, 1.006], [2.627, 0.377, -0.140], [2.214, -0.262, 1.486], [0.762, -0.367, -2.049], [-1.806, -0.369, -2.044], [-1.478, -1.542, -0.868], [-1.821, 1.218, -0.217], [-0.426, 0.811, 1.695], [-0.778, -1.075, 1.550]],
  "orbital_gap_ev": 9.67,
  "fmax_ev_per_a": 3.5,
  "charge": 1,
  "relative_energy_kcal_mol": 50.1,
  "e_homo_ev": -14.44,
  "smiles": "C[N+]1=CCNC1",
  "lumo_ev": -4.77
}